{
  "formula": "C14H24AsAuGeO6S",
  "method": "the ωB97M-V functional and the def2-TZVPD basis",
  "fmax_ha_per_bohr": 0.0796,
  "spin_multiplicity": 3,
  "orbital_gap_ev": [6.3255, 7.1377],
  "homo_energy_ha": [-0.066, -0.107],
  "total_charge": -2,
  "elements": ["Au", "O", "As", "O", "O", "C", "C", "C", "C", "C", "C", "S", "O", "O", "O", "H", "H", "H", "H", "H", "C", "C", "C", "C", "H", "H", "H", "H", "H", "H", "H", "H", "H", "C", "Ge", "C", "C", "C", "H", "H", "H", "H", "H", "H", "H", "H", "H", "H"],
  "xyz": [[9.532, 7.706, 4.878], [7.768, 5.184, 6.431], [6.705, 6.073, 5.257], [5.460, 5.119, 4.817], [7.977, 6.535, 4.180], [6.294, 7.703, 6.302], [6.912, 7.632, 7.557], [6.749, 8.609, 8.555], [5.968, 9.735, 8.272], [5.398, 9.819, 6.982], [5.511, 8.849, 6.059], [4.798, 9.383, 4.457], [5.848, 10.229, 3.945], [3.527, 10.066, 4.722], [4.683, 8.093, 3.808], [8.638, 5.114, 5.957], [7.555, 6.895, 7.736], [7.272, 8.511, 9.442], [5.737, 10.409, 9.037], [4.696, 10.631, 6.719], [13.445, 6.302, 7.630], [12.124, 5.646, 7.672], [11.977, 5.028, 9.050], [11.947, 4.765, 6.517], [13.446, 7.131, 8.257], [13.553, 6.886, 6.733], [14.189, 5.618, 7.865], [11.391, 6.447, 7.475], [12.732, 4.254, 9.168], [11.035, 4.598, 9.274], [12.111, 5.740, 9.807], [11.113, 4.070, 6.218], [12.423, 5.216, 5.643], [9.644, 11.199, 6.863], [10.756, 9.615, 7.033], [12.395, 10.372, 8.051], [10.119, 8.485, 8.509], [11.080, 8.664, 5.392], [8.950, 11.205, 7.708], [9.132, 11.170, 5.923], [10.151, 12.193, 6.770], [11.856, 11.069, 8.632], [13.170, 10.866, 7.370], [12.893, 9.739, 8.770], [10.318, 7.395, 8.538], [9.011, 8.542, 8.468], [10.378, 8.988, 9.475], [12.070, 8.785, 5.012]],
  "forces_ev_per_angstrom": [[-0.883, -1.183, -1.125], [0.619, -0.246, -0.563], [0.719, 1.022, -0.781], [0.458, 0.090, 0.117], [-1.157, -0.453, 0.348], [0.113, -0.250, 0.993], [-2.364, 3.307, -0.479], [-1.483, 0.710, -2.617], [0.217, -2.074, -1.464], [-0.840, 1.701, 2.550], [0.188, -0.643, -1.831], [0.006, -1.700, 0.544], [0.248, 0.797, -0.350], [0.595, -0.177, 0.084], [-0.405, -0.067, -0.663], [-1.140, 0.268, 0.538], [2.313, -3.082, 0.762], [0.736, -0.206, 1.807], [-0.182, 1.260, 0.866], [0.665, -0.252, 0.288], [-0.737, 1.347, -1.256], [-1.472, -0.188, 0.413], [0.068, -0.731, -0.814], [-0.357, -0.884, -1.925], [0.139, 1.173, 2.142], [0.525, -0.553, -1.178], [1.822, -1.006, 0.116], [-0.044, -0.204, 0.334], [0.141, -0.149, 0.074], [-1.132, -0.622, -0.202], [0.476, 1.272, 1.072], [0.792, 0.810, 1.045], [-0.112, -0.416, -0.079], [0.205, 1.037, 0.067], [2.120, -0.276, 0.635], [0.653, -0.183, -2.182], [-1.619, 0.139, 0.787], [0.421, 1.206, 1.588], [-0.149, 0.240, -0.250], [-0.833, -0.449, -0.380], [0.113, -0.875, 0.605], [-0.308, 1.390, 0.678], [-1.053, -0.431, 1.013], [0.207, -0.624, -0.053], [0.244, 0.899, -0.030], [0.801, -0.030, 0.002], [0.081, -0.548, -0.607], [0.589, -0.167, -0.640]],
  "lowdin_spin": [0.1567, 0.0016, 0.0005, -0.0007, 0.0204, 0.0002, 0.0000, 0.0002, 0.0000, 0.0001, 0.0001, 0.0001, 0.0003, 0.0000, 0.0000, 0.0012, 0.0000, 0.0001, 0.0000, 0.0000, 0.0183, 0.1302, 0.0149, 0.7057, -0.0001, 0.0042, 0.0035, 0.0421, 0.0040, 0.0004, 0.0003, 0.0448, 0.0431, 0.0210, 0.0876, -0.0016, 0.0187, 0.6175, 0.0021, 0.0012, 0.0005, -0.0003, 0.0002, -0.0002, 0.0022, 0.0008, 0.0014, 0.0567]
}

---

{
  "formula": "C2H6Se2",
  "method": "the ωB97M-V functional and the def2-TZVPD basis",
  "e_above_lowest_kcal_mol": 0.00,
  "smiles": "[SeH]CC[SeH]",
  "fmax_ha_per_bohr": 0.0784,
  "orbital_gap_ev": 9.2592,
  "homo_energy_ha": -0.315,
  "total_charge": 0,
  "elements": ["Se", "C", "C", "Se", "H", "H", "H", "H", "H", "H"],
  "xyz": [[2.388, -0.151, -0.043], [0.612, 0.610, -0.101], [-0.637, -0.699, 0.022], [-2.380, 0.137, 0.110], [2.220, -0.747, 1.264], [0.462, 1.153, -1.025], [0.442, 1.235, 0.774], [-0.453, -1.308, 0.900], [-0.525, -1.272, -0.897], [-2.129, 1.042, -1.005]],
  "forces_ev_per_angstrom": [[0.185, 0.171, -0.574], [-2.472, -2.926, 1.254], [2.540, 2.878, -1.164], [-0.176, -0.146, 0.297], [-0.067, -0.131, 0.384], [-0.012, -0.026, -0.132], [0.011, 0.101, -0.246], [0.010, 0.118, 0.086], [-0.038, -0.087, 0.232], [0.017, 0.048, -0.137]],
  "lowdin_charge": [0.7262, -0.6031, -0.5918, 0.7209, -0.1788, 0.0231, 0.0245, 0.0250, 0.0269, -0.1729]
}

---

{
  "formula": "C9H13NO2S",
  "method": "the ωB97M-V functional and the def2-TZVPD basis",
  "e_above_lowest_kcal_mol": 134.96,
  "fmax_ha_per_bohr": 0.1439,
  "orbital_gap_ev": 9.1423,
  "homo_energy_ha": -0.327,
  "total_charge": 0,
  "elements": ["C", "C", "C", "C", "C", "C", "C", "C", "C", "H", "H", "H", "H", "H", "H", "H", "H", "H", "H", "H", "H", "H", "N", "O", "O", "S"],
  "xyz": [[2.442, -1.303, -0.128], [1.115, -0.421, 0.043], [1.029, 0.776, -0.922], [0.444, 2.035, -0.335], [-0.134, -1.392, -0.102], [-1.496, -0.780, 0.129], [-2.175, -0.177, 1.074], [-3.512, 0.264, 1.028], [-3.955, -0.074, -0.203], [4.315, -1.481, 0.471], [3.269, 0.542, 0.718], [2.302, -1.955, -1.068], [2.493, -2.058, 0.642], [1.116, 0.103, 1.070], [0.690, 0.320, -1.912], [2.107, 0.744, -1.093], [-0.596, 3.519, -0.463], [-0.135, -2.172, 0.648], [-0.153, -1.747, -1.130], [-1.522, 0.098, 1.979], [-3.873, 0.752, 1.958], [-4.790, 0.316, -0.740], [3.625, -0.415, -0.151], [-0.483, 2.650, -1.117], [0.515, 2.458, 0.796], [-2.639, -0.604, -1.191]],
  "forces_ev_per_angstrom": [[-2.724, 0.719, -1.184], [-1.140, -0.925, 1.893], [1.299, -2.546, -1.162], [-2.196, -0.311, -0.350], [-0.154, 1.795, 0.801], [-1.168, 0.515, -3.694], [3.077, 1.569, 6.545], [1.010, -0.457, 0.670], [0.442, 1.274, -1.022], [-1.426, 4.989, -1.891], [1.880, -4.022, -2.709], [0.617, 1.292, 0.774], [-0.497, 0.064, 0.551], [0.137, -1.276, -1.084], [-0.414, 1.538, 1.099], [0.246, 1.766, -0.354], [-0.231, -2.941, -2.556], [0.702, -0.647, -0.191], [0.233, -0.527, 0.087], [-1.269, -0.588, -0.728], [-0.500, -0.401, -1.314], [-0.765, -0.222, -0.074], [0.947, -1.569, 4.727], [0.769, 2.976, 1.892], [1.579, -0.643, 0.184], [-0.453, -1.422, -0.911]],
  "lowdin_charge": [-0.3795, -0.3132, -0.0844, -0.5198, -0.1552, -0.5126, -0.2607, -0.1694, -0.4037, 0.2199, 0.2071, 0.1338, 0.0740, 0.1485, 0.1565, 0.0912, 0.2133, 0.1166, 0.1001, 0.1426, 0.1218, 0.0525, -0.0938, 0.0441, 0.0723, 0.9978]
}

---

{
  "formula": "B4CsF12H4",
  "method": "the ωB97M-V functional and the def2-TZVPD basis",
  "e_above_lowest_kcal_mol": 0.99,
  "fmax_ha_per_bohr": 0.0270,
  "orbital_gap_ev": 7.0480,
  "homo_energy_ha": -0.037,
  "total_charge": -3,
  "elements": ["Cs", "B", "H", "H", "H", "H", "B", "F", "F", "F", "F", "B", "F", "F", "F", "F", "B", "F", "F", "F", "F"],
  "xyz": [[0.620, -0.360, -0.947], [-0.619, -0.776, -3.901], [0.513, -1.190, -3.980], [-1.247, -1.508, -3.189], [-0.586, 0.333, -3.463], [-1.149, -0.790, -5.010], [-2.713, 0.328, 0.346], [-1.423, 0.453, 0.870], [-2.803, -0.897, -0.352], [-3.687, 0.420, 1.371], [-2.980, 1.370, -0.591], [1.153, -2.107, 2.342], [-0.085, -1.920, 3.012], [1.742, -3.295, 2.842], [0.875, -2.258, 0.948], [1.932, -0.969, 2.541], [2.075, 2.620, 1.438], [2.301, 1.639, 0.438], [0.738, 2.622, 1.801], [2.906, 2.379, 2.559], [2.437, 3.908, 0.926]],
  "forces_ev_per_angstrom": [[-0.204, 0.398, -0.030], [-0.229, -0.273, -0.707], [0.684, -0.248, -0.138], [-0.261, -0.270, 0.424], [-0.101, 0.664, 0.135], [0.003, 0.058, -0.291], [-0.289, 0.223, -0.486], [-0.240, 0.157, 0.075], [-0.147, -0.043, 0.284], [0.057, -0.211, -0.008], [0.127, -0.015, 0.216], [-1.234, 0.481, 0.417], [0.319, -0.298, -0.060], [0.353, 0.096, -0.157], [0.406, -0.621, 0.427], [0.384, -0.516, -0.078], [0.196, 0.179, 0.251], [0.200, 0.242, 0.010], [0.006, 0.110, 0.034], [-0.027, -0.035, -0.156], [-0.004, -0.080, -0.163]],
  "lowdin_charge": [1.2855, -0.5954, -0.1056, -0.0845, -0.1176, -0.0893, -1.2722, 0.0050, 0.0616, 0.0588, 0.0488, -1.2479, 0.0685, 0.0534, -0.1133, 0.1112, -1.2467, -0.0283, 0.1178, 0.0612, 0.0292]
}